#P
A cluster of 3 separate species, C3H12O2S2 in total, computed with ωB97M-V/def2-TZVPD.

Positions of all 19 atoms, in Å:
C  0.606  1.068  0.646
C  0.776  2.384  -0.119
C  0.652  1.340  2.164
S  0.431  -0.091  3.207
S  2.087  -1.273  2.741
H  -0.358  0.630  0.450
H  1.489  0.440  0.498
H  0.907  2.093  -1.175
H  1.757  2.818  0.075
H  -0.058  3.075  -0.004
H  1.508  1.972  2.408
H  -0.265  1.873  2.404
H  1.377  -2.294  2.255
H  -5.395  -2.909  -4.800
H  -3.869  -2.944  -4.989
O  -4.563  -2.678  -4.374
H  -1.173  1.430  -6.150
H  -2.053  1.071  -7.345
O  -1.165  0.956  -6.987

The calculation puts the lowest unoccupied orbital energy at 0.0226 hartree. For the highest occupied orbital energy, the calculation gives -8.657 eV. The gap between HOMO and LUMO comes out at 9.270 eV.

---

#Q
A cluster of 3 separate species, C3H12O2S2 in total, computed with ωB97M-V/def2-TZVPD.

Positions of all 19 atoms, in Å:
C  -0.283  -0.064  0.377
C  0.947  0.808  0.414
C  -0.949  -0.181  -1.032
S  -1.472  -1.868  -1.608
S  -3.326  -2.015  -0.721
H  -0.959  0.302  1.219
H  -0.044  -1.137  0.676
H  0.943  1.662  -0.320
H  1.069  1.167  1.497
H  1.846  0.249  0.417
H  -0.152  0.070  -1.793
H  -1.752  0.523  -1.282
H  -4.104  -1.847  -1.872
H  -3.310  1.987  2.123
H  -3.837  1.750  0.698
O  -4.079  2.330  1.596
H  6.791  -0.804  0.499
H  6.261  -1.377  -0.887
O  6.409  -1.556  0.002

The calculation puts the lowest unoccupied orbital energy at 0.0166 hartree. For the highest occupied orbital energy, the calculation gives -9.139 eV. The gap between HOMO and LUMO comes out at 9.592 eV.

---

Relative energies, in kJ/mol, with the most stable structure set to zero: #P 0.0; #Q 87.7.

---

#P
A cluster of 3 separate species, C3H12O2S2 in total, computed with ωB97M-V/def2-TZVPD.

Positions of all 19 atoms, in Å:
C  0.654  -1.039  0.774
C  2.108  -1.403  0.445
C  0.321  -1.268  2.209
S  -1.325  -0.668  2.749
S  -2.574  -1.853  1.594
H  0.356  -0.084  0.328
H  0.048  -1.649  0.087
H  2.569  -0.914  -0.408
H  2.205  -2.492  0.484
H  2.774  -1.140  1.280
H  0.403  -2.314  2.493
H  0.948  -0.715  2.916
H  -2.988  -1.008  0.633
H  -0.050  6.422  -4.142
H  0.153  5.046  -4.703
O  0.028  5.512  -3.862
H  3.710  1.324  -5.113
H  4.098  2.529  -5.903
O  3.454  1.803  -5.909

The calculation puts the lowest unoccupied orbital energy at 0.0221 hartree. For the highest occupied orbital energy, the calculation gives -8.958 eV. The gap between HOMO and LUMO comes out at 9.560 eV.

---

#Q
A cluster of 3 separate species, C3H12O2S2 in total, computed with ωB97M-V/def2-TZVPD.

Positions of all 19 atoms, in Å:
C  0.868  -1.389  0.784
C  0.658  -2.854  1.128
C  0.302  -1.012  -0.578
S  0.640  0.710  -1.067
S  -0.393  1.799  0.329
H  0.396  -0.760  1.529
H  1.924  -1.124  0.778
H  -0.421  -3.044  1.233
H  1.110  -3.041  2.108
H  1.087  -3.503  0.363
H  0.777  -1.576  -1.375
H  -0.773  -1.198  -0.646
H  -1.612  1.847  -0.209
H  -0.819  1.092  -5.419
H  -1.320  -0.339  -5.495
O  -0.845  0.266  -4.916
H  -1.599  0.224  5.632
H  -0.347  1.101  5.531
O  -0.836  0.411  5.072

The calculation puts the lowest unoccupied orbital energy at 0.0252 hartree. For the highest occupied orbital energy, the calculation gives -8.705 eV. The gap between HOMO and LUMO comes out at 9.391 eV.

---

Relative energies, in kJ/mol, with the most stable structure set to zero: #P 35.3; #Q 0.0.

---

#P
The molecule C4H11PS2, computed with ωB97M-V/def2-TZVPD.

Positions of all 18 atoms, in Å:
C  2.197  0.100  0.107
C  -1.488  -1.385  -1.419
C  -1.260  1.716  1.780
C  1.272  -1.000  -0.440
P  -0.423  -0.254  -0.358
S  -0.526  1.491  -1.221
S  -0.866  -0.196  1.673
H  3.156  -0.308  0.299
H  2.306  1.069  -0.445
H  1.853  0.421  1.126
H  -1.694  -2.204  -0.747
H  -2.377  -0.760  -1.603
H  -0.943  -1.727  -2.386
H  -2.113  1.846  1.087
H  -0.401  2.201  1.185
H  -1.438  1.933  2.794
H  1.563  -1.922  0.013
H  1.182  -1.019  -1.445

The calculation puts the lowest unoccupied orbital energy at 0.0242 hartree. For the highest occupied orbital energy, the calculation gives -8.525 eV. The gap between HOMO and LUMO comes out at 9.182 eV.

---

#Q
The molecule C4H11PS2, computed with ωB97M-V/def2-TZVPD.

Positions of all 18 atoms, in Å:
C  2.560  0.294  -1.474
C  -2.593  1.644  0.283
C  -2.159  -1.190  -0.194
C  2.717  -0.679  0.886
P  -1.429  0.450  -0.607
S  2.121  0.730  0.016
S  0.045  0.423  1.033
H  2.773  -0.720  -1.709
H  2.439  0.969  -2.238
H  -2.080  2.649  -0.001
H  -3.590  1.641  -0.082
H  -2.423  1.511  1.323
H  -1.440  -1.937  -0.135
H  -2.472  -1.210  0.815
H  -2.995  -1.480  -0.808
H  2.237  -1.625  0.580
H  2.711  -0.572  1.927
H  3.577  -0.898  0.384

The calculation puts the lowest unoccupied orbital energy at 0.0120 hartree. For the highest occupied orbital energy, the calculation gives -7.696 eV. The gap between HOMO and LUMO comes out at 8.023 eV.

---

Relative energies, in kJ/mol, with the most stable structure set to zero: #P 0.0; #Q 248.6.

---

#P
A cluster of 2 separate species, C10H13O3 in total, computed with ωB97M-V/def2-TZVPD.

Positions of all 26 atoms, in Å:
C  1.211  2.878  1.614
C  1.655  3.577  0.306
C  1.819  1.460  1.735
O  2.612  1.046  0.889
O  1.424  0.820  2.776
H  1.510  3.399  2.525
H  0.129  2.774  1.512
H  2.378  4.373  0.512
H  0.764  4.019  -0.157
H  2.163  2.910  -0.382
C  -1.668  -2.178  -3.044
C  -1.704  -2.064  0.774
C  -2.030  -2.376  -0.539
C  -0.524  -1.363  1.060
C  -1.214  -2.132  -1.626
C  0.308  -1.052  -0.041
C  0.029  -1.523  -1.293
O  -0.351  -0.799  2.242
H  -2.342  -2.354  1.593
H  -2.990  -2.867  -0.729
H  0.534  -0.315  2.457
H  1.060  -0.297  0.150
H  -1.767  -1.165  -3.438
H  -2.661  -2.629  -3.066
H  0.687  -1.359  -2.133
H  -1.031  -2.783  -3.696

As for the total charge: -1. The calculation puts the lowest unoccupied orbital energy at 0.1244 hartree. For the highest occupied orbital energy, the calculation gives -4.435 eV. The gap between HOMO and LUMO comes out at 7.819 eV.

---

#Q
A cluster of 2 separate species, C10H13O3 in total, computed with ωB97M-V/def2-TZVPD.

Positions of all 26 atoms, in Å:
C  -3.976  -0.387  -2.180
C  0.187  0.195  -1.153
C  -0.666  -0.589  -0.328
C  -0.402  0.803  -2.318
C  -2.030  -0.655  -0.634
C  -1.726  0.576  -2.700
C  -2.517  -0.099  -1.803
O  1.436  0.450  -0.948
H  2.706  -0.090  -0.163
H  -0.366  -1.248  0.480
H  0.183  1.582  -2.788
H  -2.740  -1.104  0.052
H  -2.004  0.950  -3.680
H  -4.539  -0.967  -1.446
H  -3.996  -0.859  -3.172
H  -4.575  0.512  -2.358
C  1.919  0.018  2.277
C  2.544  0.908  3.364
C  2.928  -0.904  1.609
O  3.359  -1.872  2.188
O  3.422  -0.442  0.463
H  1.137  -0.614  2.712
H  1.415  0.678  1.569
H  3.370  1.456  2.920
H  3.077  0.230  4.054
H  1.855  1.468  3.982

As for the total charge: -1. The calculation puts the lowest unoccupied orbital energy at 0.1306 hartree. For the highest occupied orbital energy, the calculation gives -3.393 eV. The gap between HOMO and LUMO comes out at 6.948 eV.

---

Relative energies, in kJ/mol, with the most stable structure set to zero: #P 0.0; #Q 29.9.

---

#P
A cluster of 2 separate species, C4H14N2OS in total, computed with ωB97M-V/def2-TZVPD.

Positions of all 22 atoms, in Å:
C  -2.360  1.470  1.503
N  -1.481  1.882  0.347
C  -1.728  0.942  -0.841
O  -2.936  0.887  -1.221
H  -3.333  1.284  1.015
H  -2.478  2.257  2.287
H  -1.985  0.532  1.930
H  -1.847  2.816  0.043
H  -1.282  -0.066  -0.504
H  -0.991  1.362  -1.589
C  1.346  -0.177  0.549
C  1.581  -1.081  -0.622
S  2.243  -2.653  0.037
N  0.987  1.201  0.112
H  2.268  -0.181  1.150
H  0.547  -0.499  1.248
H  2.387  -0.673  -1.268
H  0.709  -1.257  -1.277
H  1.425  -3.510  -0.677
H  -0.114  1.567  0.425
H  1.055  1.330  -0.879
H  1.659  1.899  0.512

The calculation puts the lowest unoccupied orbital energy at 0.0049 hartree. For the highest occupied orbital energy, the calculation gives -6.880 eV. The gap between HOMO and LUMO comes out at 7.012 eV.

---

#Q
A cluster of 2 separate species, C4H14N2OS in total, computed with ωB97M-V/def2-TZVPD.

Positions of all 22 atoms, in Å:
C  -1.747  0.515  -0.747
C  -0.743  -0.522  -0.247
C  -0.611  -0.627  1.268
S  -0.008  1.023  1.914
N  0.622  -0.138  -0.706
C  1.510  -1.272  -1.173
N  2.101  -2.047  -0.092
H  -2.717  0.587  -0.231
H  -1.290  1.580  -0.763
H  -2.103  0.359  -1.784
H  -1.073  -1.540  -0.532
H  -1.451  -0.998  1.868
H  0.135  -1.241  1.722
H  -0.971  1.261  2.898
H  0.573  0.463  -1.524
H  0.849  -2.069  -1.589
H  2.249  -0.719  -1.746
H  2.781  -1.558  0.463
H  1.475  -2.569  0.480
H  0.798  2.883  -0.185
H  -0.349  3.261  0.806
O  -0.027  3.367  -0.100

The calculation puts the lowest unoccupied orbital energy at 0.0266 hartree. For the highest occupied orbital energy, the calculation gives -8.936 eV. The gap between HOMO and LUMO comes out at 9.659 eV.

---

#R
A cluster of 2 separate species, C4H14N2OS in total, computed with ωB97M-V/def2-TZVPD.

Positions of all 22 atoms, in Å:
C  -0.670  -1.719  0.422
N  0.424  -0.676  0.285
C  0.097  0.199  -0.893
C  1.209  1.146  -1.209
S  2.706  0.256  -1.740
C  -1.962  -1.362  1.174
N  -1.823  -0.639  2.479
H  -0.817  -2.108  -0.575
H  -0.069  -2.465  0.954
H  2.538  -0.942  -1.135
H  -0.879  0.653  -0.616
H  -0.192  -0.461  -1.736
H  0.904  1.909  -1.980
H  1.493  1.779  -0.357
H  -2.471  -2.349  1.191
H  -2.642  -0.695  0.647
H  -2.424  -1.063  3.183
H  0.500  -0.119  1.125
H  -0.867  -0.566  2.792
H  -2.366  1.469  1.324
H  -2.557  2.958  0.963
O  -2.038  2.180  0.752

The calculation puts the lowest unoccupied orbital energy at 0.0284 hartree. For the highest occupied orbital energy, the calculation gives -8.476 eV. The gap between HOMO and LUMO comes out at 9.249 eV.

---

Relative energies, in kJ/mol, with the most stable structure set to zero: #P 185.8; #Q 18.8; #R 0.0.

---

#P
The molecule C5H6ClNO, computed with ωB97M-V/def2-TZVPD.

Positions of all 14 atoms, in Å:
C  -2.005  0.235  -0.006
C  -0.691  0.360  0.165
C  -2.498  -1.264  -0.014
C  -0.172  -1.072  0.178
C  0.049  1.573  0.001
N  -1.295  -1.925  0.017
O  -3.578  -1.777  -0.058
Cl  -3.122  1.511  -0.087
H  0.576  -1.355  -0.735
H  0.366  -1.404  1.205
H  1.127  1.392  0.129
H  -0.406  2.347  0.722
H  -0.231  2.224  -0.913
H  -1.229  -2.848  -0.241

The calculation puts the lowest unoccupied orbital energy at 0.0233 hartree. For the highest occupied orbital energy, the calculation gives -9.413 eV. The gap between HOMO and LUMO comes out at 10.046 eV.

---

#Q
The molecule C5H6ClNO, computed with ωB97M-V/def2-TZVPD.

Positions of all 14 atoms, in Å:
C  -2.272  0.760  -0.014
C  -1.021  1.434  -0.032
C  0.221  0.960  0.050
C  0.611  -0.521  0.098
C  1.867  -0.976  -0.045
H  -3.747  -1.807  -0.075
H  -3.207  1.343  -0.033
H  -1.171  2.518  -0.098
H  0.969  1.745  0.049
H  -0.216  -1.219  0.126
H  2.083  -2.026  -0.123
N  -2.437  -0.504  0.046
O  -3.819  -0.840  -0.033
Cl  3.322  -0.014  -0.014

The calculation puts the lowest unoccupied orbital energy at -0.0049 hartree. For the highest occupied orbital energy, the calculation gives -8.758 eV. The gap between HOMO and LUMO comes out at 8.626 eV.

---

Relative energies, in kJ/mol, with the most stable structure set to zero: #P 0.0; #Q 203.8.